Entry 1:
# C20H41N10O4PRbSSb

C20H41N10O4PRbSSb as an isolated structure (wB97M-V/def2-TZVPD, the OMol25 dataset).

Geometry (Å):
Rb1 -0.085 -0.903 0.653
N1 -4.413 -3.825 -0.578
C1 -3.209 -3.210 -0.431
S1 -2.880 -2.523 1.124
N2 -2.471 -3.269 -1.523
N3 -1.249 -2.692 -1.469
C2 -0.605 -2.772 -2.575
C3 0.735 -2.201 -2.769
C4 1.235 -2.104 -4.071
C5 2.482 -1.550 -4.282
C6 3.215 -1.110 -3.190
C7 2.651 -1.257 -1.932
N4 1.450 -1.786 -1.714
H1 -5.100 -3.693 0.141
H2 -4.706 -4.054 -1.513
H3 -1.065 -3.259 -3.435
H4 0.635 -2.458 -4.899
H5 2.879 -1.461 -5.286
H6 4.197 -0.672 -3.304
H7 3.196 -0.947 -1.046
N5 -4.946 0.058 0.580
N6 -3.902 0.358 -0.277
N7 -3.856 -0.119 -1.497
C8 -2.668 0.305 -1.892
N8 -2.033 1.015 -0.940
N9 -2.842 1.025 0.092
H8 -4.678 -0.826 1.028
H9 -4.989 0.810 1.257
H10 -2.260 0.094 -2.865
C9 5.297 -3.010 2.805
O1 3.881 -3.154 2.869
P1 2.984 -2.172 1.915
O2 1.551 -2.897 2.199
C10 1.216 -4.051 1.411
O3 2.763 -0.861 2.826
C11 2.203 -0.927 4.148
H11 5.738 -3.947 3.136
H12 5.633 -2.204 3.458
H13 5.630 -2.800 1.785
H14 0.206 -4.340 1.691
H15 1.907 -4.869 1.617
H16 1.237 -3.808 0.345
H17 2.525 -0.028 4.668
H18 2.562 -1.810 4.675
H19 1.117 -0.943 4.086
C12 -4.123 0.369 4.707
N10 -2.752 0.715 4.406
C13 -2.129 1.761 5.188
C14 -2.072 0.070 3.439
O4 -0.906 0.288 3.141
H20 -4.222 0.041 5.744
H21 -4.443 -0.444 4.057
H22 -4.783 1.228 4.554
H23 -2.686 2.695 5.084
H24 -1.114 1.904 4.828
H25 -2.106 1.484 6.244
H26 -2.673 -0.694 2.927
C15 2.994 3.806 -3.108
C16 2.974 3.240 -1.691
Sb1 1.186 2.192 -1.046
C17 0.519 1.560 -3.005
C18 -0.368 2.527 -3.779
C19 -0.083 3.907 -0.695
C20 0.240 5.215 -1.406
H27 3.956 4.274 -3.332
H28 2.222 4.561 -3.252
H29 2.834 3.026 -3.854
H30 3.137 4.033 -0.956
H31 3.795 2.531 -1.557
H32 0.007 0.611 -2.835
H33 1.418 1.314 -3.572
H34 -1.241 2.826 -3.195
H35 -0.731 2.076 -4.707
H36 0.173 3.434 -4.050
H37 -0.048 4.047 0.388
H38 -1.093 3.566 -0.925
H39 1.266 5.538 -1.223
H40 -0.419 6.015 -1.058
H41 0.106 5.133 -2.485

Properties
**HOMO-LUMO gap**: 7.46 eV
**Calculated total energy**: -71812.7470 eV
**ΔE to the lowest compared entry with this formula, charge and spin**: 0.0 kJ/mol
**Strongest force on any atom**: 0.0039 hartree/bohr



Entry 2:
# C20H41N2P3PdS

C20H41N2P3PdS as an isolated structure at a distorted geometry (wB97M-V/def2-TZVPD, the OMol25 dataset).

Geometry (Å):
Pd1 -0.539 -0.909 0.748
P1 -1.632 -2.800 -0.005
P2 1.619 -1.890 0.873
P3 1.257 0.327 -3.651
H1 -1.556 6.072 0.937
C1 -1.828 5.932 -0.121
C2 -2.988 5.325 -0.401
H2 -3.592 4.941 0.423
C3 -2.664 -3.254 1.416
C4 -0.663 -4.287 -0.442
C5 -2.714 -2.533 -1.435
C6 2.921 -0.685 1.241
C7 1.643 -3.102 2.240
C8 2.223 -2.790 -0.587
C9 0.510 1.675 -4.581
C10 0.711 -1.318 -4.130
C11 2.997 0.522 -3.259
H3 -1.189 6.441 -0.852
H4 -3.436 5.324 -1.390
H5 -3.132 -2.336 1.798
H6 -2.029 -3.692 2.196
H7 -3.429 -3.973 1.112
H8 0.055 -4.542 0.349
H9 -0.135 -4.094 -1.386
H10 -1.349 -5.126 -0.607
H11 -3.351 -1.650 -1.291
H12 -3.341 -3.430 -1.530
H13 -2.123 -2.409 -2.354
H14 3.859 -1.232 1.430
H15 2.637 -0.099 2.127
H16 3.044 -0.009 0.382
H17 2.548 -3.721 2.158
H18 0.751 -3.746 2.223
H19 1.662 -2.536 3.182
H20 3.079 -3.399 -0.275
H21 2.522 -2.105 -1.387
H22 1.486 -3.482 -0.993
H23 0.941 1.668 -5.596
H24 0.724 2.631 -4.074
H25 -0.584 1.538 -4.612
H26 1.082 -1.558 -5.138
H27 -0.388 -1.387 -4.139
H28 1.067 -2.096 -3.435
H29 3.566 0.829 -4.155
H30 3.439 -0.391 -2.830
H31 3.084 1.322 -2.510
C12 -0.606 1.799 -0.123
C13 0.738 2.202 -0.031
C14 1.001 3.437 0.558
C15 -0.021 4.145 1.197
C16 -1.260 3.533 1.449
C17 -1.595 2.448 0.651
S1 -1.127 0.574 -1.189
H32 0.631 0.498 -2.402
H33 1.530 1.619 -0.519
H34 1.982 3.900 0.462
H35 0.148 5.207 1.369
H36 -2.004 4.036 2.074
H37 -2.619 2.136 0.483
N1 -0.289 1.022 3.512
C18 -0.228 0.846 4.859
C19 -0.405 -0.505 5.084
C20 -0.605 -1.107 3.827
N2 -0.495 -0.178 2.873
H38 -0.274 1.937 3.023
H39 -0.040 1.652 5.553
H40 -0.381 -1.018 6.024
H41 -0.848 -2.152 3.597

Properties
**HOMO-LUMO gap (alpha / beta)**: 7.15 / 3.95 eV
**2S+1**: 5
**Total charge**: +4
**Calculated total energy**: -66523.0275 eV
**ΔE to the lowest compared entry with this formula, charge and spin**: 0.0 kJ/mol
**Strongest force on any atom**: 0.0695 hartree/bohr



Entry 3:
# C20H41N2P3SeY

C20H41N2P3SeY as an isolated structure at a distorted geometry (wB97M-V/def2-TZVPD, the OMol25 dataset).

Geometry (Å):
Y1 0.268 -0.120 1.018
P1 -1.164 -2.234 1.661
P2 1.941 -0.433 2.821
P3 1.626 -1.704 -0.612
H1 -3.070 4.681 -6.661
C1 -3.021 3.751 -7.227
C2 -4.126 2.976 -7.396
H2 -5.087 3.263 -6.967
C3 -2.581 -1.872 2.582
C4 -0.365 -3.507 2.560
C5 -1.815 -2.960 0.171
C6 3.214 0.809 2.725
C7 1.221 -0.249 4.435
C8 2.853 -1.956 2.973
C9 0.852 -1.644 -2.221
C10 1.855 -3.415 -0.253
C11 3.268 -1.117 -0.867
H3 -2.064 3.468 -7.664
H4 -4.081 2.050 -7.970
H5 -3.204 -1.076 2.144
H6 -2.350 -1.591 3.625
H7 -3.153 -2.804 2.588
H8 -0.074 -3.165 3.564
H9 0.524 -3.928 2.072
H10 -1.120 -4.296 2.664
H11 -2.458 -2.239 -0.354
H12 -2.417 -3.810 0.510
H13 -1.056 -3.308 -0.540
H14 3.828 0.725 3.630
H15 2.794 1.827 2.658
H16 3.842 0.660 1.837
H17 1.997 -0.468 5.176
H18 0.375 -0.942 4.593
H19 0.847 0.773 4.603
H20 3.517 -1.834 3.840
H21 3.465 -2.169 2.088
H22 2.193 -2.816 3.150
H23 1.369 -2.397 -2.832
H24 0.977 -0.651 -2.667
H25 -0.223 -1.870 -2.186
H26 2.520 -3.785 -1.043
H27 0.930 -4.003 -0.267
H28 2.346 -3.568 0.718
H29 3.784 -1.923 -1.398
H30 3.806 -0.899 0.066
H31 3.263 -0.200 -1.479
C12 0.627 2.135 -1.803
C13 -0.682 1.753 -2.189
C14 -1.238 2.179 -3.391
C15 -0.512 3.009 -4.256
C16 0.789 3.403 -3.893
C17 1.343 2.977 -2.697
Se1 1.508 1.675 -0.238
H32 -0.955 -0.257 -0.259
H33 -1.248 1.109 -1.520
H34 -2.246 1.868 -3.662
H35 -0.947 3.345 -5.198
H36 1.364 4.046 -4.553
H37 2.349 3.281 -2.415
N1 -1.532 1.109 3.516
C18 -2.225 2.220 3.832
C19 -2.171 3.072 2.721
C20 -1.423 2.415 1.733
N2 -0.998 1.183 2.200
H38 -1.376 0.294 4.078
H39 -2.687 2.362 4.732
H40 -2.614 4.030 2.630
H41 -1.172 2.758 0.760

Properties
**HOMO-LUMO gap (alpha / beta)**: 2.19 / 2.09 eV
**Total charge**: +3
**Calculated total energy**: -118609.6779 eV
**ΔE to the lowest compared entry with this formula, charge and spin**: 315.8 kJ/mol
**Strongest force on any atom**: 0.0898 hartree/bohr



Entry 4:
# C20H41N3O5P

A 2-piece molecular cluster, C20H41N3O5P overall at a distorted geometry (wB97M-V/def2-TZVPD, the OMol25 dataset).

Geometry (Å):
C1 0.770 2.539 3.726
C2 -0.028 3.754 4.252
C3 0.596 5.132 3.870
C4 0.136 5.561 2.460
O1 1.240 5.812 1.533
C5 1.393 4.849 0.606
C6 2.229 3.772 0.893
C7 2.399 2.778 -0.037
P1 3.515 1.333 0.408
N1 4.636 1.256 -0.907
O2 4.361 1.840 1.755
N2 1.767 2.801 -1.217
O3 2.031 1.754 -2.058
C8 0.884 1.381 -2.862
C9 -0.388 0.949 -2.098
C10 -1.205 0.077 -3.101
C11 -0.147 0.178 -0.778
C12 0.261 -1.329 -0.955
C13 1.461 -1.638 -0.004
C14 -0.904 -2.205 -0.441
C15 0.979 3.843 -1.519
C16 0.751 4.881 -0.650
N3 -0.104 5.947 -0.945
H1 1.847 2.755 3.697
H2 0.595 1.630 4.316
H3 0.480 2.274 2.694
H4 -0.179 3.663 5.334
H5 -1.016 3.732 3.766
H6 1.691 5.123 3.963
H7 0.242 5.829 4.644
H8 -0.478 4.763 2.012
H9 -0.518 6.442 2.508
H10 2.717 3.746 1.864
H11 4.563 2.088 -1.487
H12 5.594 1.116 -0.602
H13 5.301 1.665 1.597
H14 1.211 0.533 -3.478
H15 0.646 2.175 -3.587
H16 -1.026 1.832 -1.921
H17 -2.140 -0.284 -2.666
H18 -1.379 0.686 -4.001
H19 -0.584 -0.765 -3.434
H20 -1.110 0.181 -0.244
H21 0.575 0.649 -0.097
H22 0.592 -1.598 -1.963
H23 1.406 -2.673 0.364
H24 2.420 -1.449 -0.504
H25 1.432 -1.012 0.899
H26 -1.093 -1.968 0.620
H27 -0.676 -3.276 -0.489
H28 -1.842 -2.001 -0.981
H29 0.482 3.898 -2.484
H30 0.026 6.641 -0.211
H31 0.093 6.386 -1.839
C17 -2.819 -8.665 -1.067
O4 -3.349 -7.973 0.052
C18 -2.413 -7.095 0.655
C19 -2.650 -5.656 0.241
O5 -2.393 -5.467 -1.146
C20 -3.582 -5.433 -1.918
H32 -3.650 -9.113 -1.610
H33 -2.281 -7.995 -1.742
H34 -2.148 -9.463 -0.734
H35 -1.387 -7.400 0.426
H36 -2.552 -7.174 1.738
H37 -1.953 -5.013 0.789
H38 -3.667 -5.342 0.495
H39 -4.090 -4.472 -1.784
H40 -4.263 -6.245 -1.652
H41 -3.306 -5.541 -2.966

Properties
**HOMO-LUMO gap**: 6.94 eV
**Total charge**: +1
**Calculated total energy**: -45392.3585 eV
**Strongest force on any atom**: 0.0414 hartree/bohr



Entry 5:
# C20H42F6N2O10Zr

C20H42F6N2O10Zr as an isolated structure at a distorted geometry (wB97M-V/def2-TZVPD, the OMol25 dataset).

Geometry (Å):
Zr1 -0.041 0.513 -0.711
C1 -3.142 -0.023 0.794
O1 -3.810 -0.259 -0.448
O2 -1.872 0.239 0.427
C2 -3.764 1.094 1.608
F1 -3.248 1.099 2.846
F2 -3.526 2.299 1.086
F3 -5.086 1.023 1.797
C3 -5.135 -0.741 -0.391
C4 -5.600 -1.096 -1.801
H1 -5.644 -0.154 -2.352
H2 -4.843 -1.676 -2.338
H3 -6.509 -1.690 -1.814
H4 -5.822 0.001 0.015
H5 -5.215 -1.653 0.216
H6 -3.185 -0.972 1.340
C5 1.888 -2.266 0.204
O3 2.724 -1.579 1.132
O4 1.005 -1.399 -0.308
C6 2.757 -3.105 -0.720
F4 2.009 -3.880 -1.555
F5 3.596 -2.390 -1.476
F6 3.482 -3.992 -0.003
C7 3.383 -2.213 2.202
C8 4.132 -1.143 2.996
H7 4.893 -1.712 3.542
H8 4.568 -0.340 2.412
H9 3.543 -0.765 3.837
H10 4.130 -2.958 1.925
H11 2.692 -2.746 2.869
H12 1.284 -2.979 0.789
C9 3.596 3.113 -1.534
C10 3.216 1.607 -1.495
C11 4.101 0.852 -0.557
O5 1.880 1.339 -1.364
H13 4.559 3.273 -2.023
H14 3.517 3.665 -0.591
H15 2.938 3.697 -2.191
H16 3.636 1.373 -2.493
H17 4.220 -0.219 -0.698
H18 4.082 1.196 0.484
H19 5.134 1.161 -0.802
O6 -1.841 4.127 -1.765
C12 -1.151 3.041 -1.441
O7 -1.172 1.959 -2.116
O8 -0.527 2.890 -0.356
H20 -1.730 4.659 -0.955
C13 -1.544 -0.913 -4.732
C14 -1.467 -0.941 -3.214
C15 -1.617 -2.361 -2.688
O9 -1.722 -2.305 -1.312
C16 -1.780 -3.516 -0.613
N1 -0.120 -0.478 -2.760
H21 -1.767 0.064 -5.172
H22 -2.357 -1.551 -5.085
H23 -0.624 -1.155 -5.271
H24 -2.213 -0.275 -2.778
H25 -0.734 -2.963 -2.966
H26 -2.449 -2.851 -3.217
H27 -1.888 -3.351 0.460
H28 -0.931 -4.168 -0.822
H29 -2.743 -3.998 -0.833
H30 0.306 0.145 -3.452
H31 0.565 -1.231 -2.867
C17 0.078 -0.400 3.130
C18 0.216 1.042 2.631
C19 0.994 1.904 3.651
O10 1.378 3.133 3.030
C20 0.343 4.089 2.954
N2 0.873 1.089 1.317
H32 -0.226 -1.017 2.287
H33 -0.626 -0.401 3.964
H34 1.015 -0.766 3.556
H35 -0.727 1.585 2.522
H36 1.922 1.384 3.912
H37 0.489 2.097 4.599
H38 -0.624 3.695 2.624
H39 0.597 4.802 2.168
H40 0.216 4.613 3.905
H41 1.263 2.051 1.348
H42 1.805 0.676 1.497

Properties
**HOMO-LUMO gap**: 9.26 eV
**Calculated total energy**: -62466.1583 eV
**ΔE to the lowest compared entry with this formula, charge and spin**: 0.0 kJ/mol
**Strongest force on any atom**: 0.0746 hartree/bohr



Entry 6:
# C20H42HfNP3S

C20H42HfNP3S as an isolated structure at a distorted geometry (wB97M-V/def2-TZVPD, the OMol25 dataset).

Geometry (Å):
Hf1 -0.071 -0.888 -0.442
P1 -2.539 -1.017 0.020
P2 0.125 1.401 0.858
P3 0.893 -2.105 1.617
H1 2.069 -4.045 -3.351
C1 1.849 -4.055 -2.243
C2 0.436 -3.880 -1.916
H2 -0.223 -4.261 -2.692
C3 -3.482 -0.371 -1.400
C4 -3.201 -0.070 1.416
C5 -3.214 -2.673 0.281
C6 1.822 2.049 0.630
C7 -0.766 2.924 0.336
C8 -0.099 1.571 2.667
C9 1.207 -3.873 1.241
C10 -0.098 -2.260 3.161
C11 2.507 -1.617 2.302
H3 2.444 -4.785 -1.694
H4 0.018 -4.000 -0.896
H5 -3.208 -0.921 -2.304
H6 -3.252 0.686 -1.571
H7 -4.551 -0.498 -1.213
H8 -2.886 0.982 1.381
H9 -2.856 -0.498 2.371
H10 -4.300 -0.120 1.370
H11 -2.767 -3.381 -0.429
H12 -4.300 -2.624 0.124
H13 -2.996 -3.031 1.294
H14 2.008 2.874 1.331
H15 1.940 2.422 -0.394
H16 2.550 1.251 0.784
H17 -0.556 3.735 1.052
H18 -1.851 2.775 0.295
H19 -0.424 3.246 -0.656
H20 0.099 2.614 2.956
H21 0.586 0.912 3.211
H22 -1.122 1.318 2.958
H23 1.918 -4.282 1.970
H24 1.626 -3.971 0.234
H25 0.265 -4.433 1.284
H26 0.380 -2.966 3.857
H27 -1.116 -2.611 2.944
H28 -0.180 -1.286 3.658
H29 2.948 -2.478 2.823
H30 2.410 -0.765 2.984
H31 3.156 -1.323 1.470
C12 2.577 -1.471 -2.881
C13 3.662 -1.478 -2.016
C14 4.906 -1.026 -2.490
C15 5.043 -0.563 -3.797
C16 3.938 -0.587 -4.650
C17 2.679 -0.954 -4.177
S1 0.916 -2.107 -2.453
H32 1.694 -1.142 -0.216
H33 3.515 -1.808 -0.995
H34 5.772 -1.068 -1.819
H35 6.029 -0.233 -4.151
H36 4.070 -0.377 -5.714
H37 1.779 -0.867 -4.793
C18 -1.764 3.311 -3.268
C19 -0.607 2.404 -3.760
C20 -0.279 1.379 -2.827
N1 -0.105 0.580 -1.984
H38 -2.711 2.755 -3.228
H39 -1.911 4.166 -3.935
H40 -1.569 3.714 -2.266
H41 -0.874 1.932 -4.716
H42 0.298 2.990 -3.956

Properties
**HOMO-LUMO gap**: 5.67 eV
**Total charge**: +4
**Calculated total energy**: -62875.2172 eV
**ΔE to the lowest compared entry with this formula, charge and spin**: 213.7 kJ/mol
**Strongest force on any atom**: 0.0800 hartree/bohr



Look up the strongest force on any atom of the third one. 0.0898 hartree/bohr



Number 1 is which compound? C20H41N10O4PRbSSb